(1)
2 unconnected molecules or ions with the total composition C30H33N3O6, computed with the ωB97M-V functional and the def2-TZVPD basis.

Structure (XYZ):
```
72
Properties=species:S:1:pos:R:3
C 0.59750 0.30168 4.39683
C 1.52919 -0.90417 4.32259
C 2.89198 -0.61481 4.98442
O 0.96345 -2.03493 5.00964
C -0.13028 -2.63743 4.41537
O -0.90969 -3.28151 5.09630
C -0.25684 -2.47725 2.99154
C -1.44280 -3.01692 2.31456
C -2.59862 -2.02790 2.39710
C -2.72708 -1.01852 1.42609
C -3.77759 -0.11018 1.49985
C -4.69241 -0.19899 2.57303
N -5.78682 0.71572 2.64334
O -6.57187 0.63572 3.61735
O -5.92538 1.56277 1.72896
C -4.53831 -1.17665 3.57734
C -3.47983 -2.07309 3.48880
C 0.75123 -1.80405 2.23143
O 0.73128 -1.71134 1.01338
O 1.79754 -1.25875 2.94835
H -0.36501 0.07354 3.91910
H 0.43576 0.56159 5.45146
H 1.07316 1.14978 3.88664
H 3.54024 -1.49430 4.91893
H 3.37994 0.22487 4.48048
H 2.74574 -0.35978 6.03850
H -1.17670 -3.17636 1.26191
H -1.72757 -3.94719 2.82673
H -1.98414 -0.94827 0.62460
H -3.90884 0.66691 0.74990
H -5.24468 -1.21512 4.40366
H -3.30843 -2.80923 4.27950
C -1.77117 5.65659 -0.59122
N -2.26149 4.88370 -1.73830
C -2.35963 5.71262 -2.94569
C -1.78341 3.56169 -1.88500
C -2.61540 2.42256 -1.68949
C -2.09289 1.15356 -1.82203
C -0.71743 0.93073 -2.16131
C -0.27426 -0.41321 -2.26321
C 1.00047 -0.92377 -2.61778
C 1.13672 -2.34558 -2.72639
C 2.32758 -2.94009 -3.07860
C 3.47261 -2.13938 -3.35107
N 4.72359 -2.70089 -3.69333
C 5.20987 -2.51001 -5.06419
C 5.80789 -2.58019 -2.71227
C 3.36127 -0.73834 -3.24945
C 2.17241 -0.15001 -2.87608
C 0.08075 2.09454 -2.38020
C -0.43289 3.36470 -2.23420
H -1.47819 4.98367 0.22253
H -0.90940 6.28117 -0.87295
H -2.57347 6.31584 -0.24405
H -2.49297 5.08201 -3.83190
H -3.22300 6.37837 -2.84371
H -1.46014 6.33408 -3.07520
H -3.66620 2.57595 -1.43494
H -2.73456 0.28125 -1.67926
H -1.04010 -1.17142 -2.07275
H 0.26011 -2.95778 -2.50938
H 2.41751 -4.02507 -3.15075
H 4.36795 -2.37080 -5.75155
H 5.87957 -1.63863 -5.13006
H 5.77584 -3.39879 -5.36268
H 5.39557 -2.48724 -1.70118
H 6.43237 -3.47795 -2.76590
H 6.44159 -1.70598 -2.92693
H 4.23547 -0.11361 -3.45318
H 2.17457 0.92550 -2.77835
H 1.11594 2.02194 -2.67865
H 0.21283 4.23242 -2.39707
```

Output
LUMO energy in eV: -3.4956
Kohn-Sham gap in eV: 2.65
Relative energy (zero: lowest compared OMol25 entry of this formula, charge and spin) in kcal per mole: 150.7
Highest occupied orbital energy in eV: -6.1

=====

(2)
6 unconnected molecules or ions with the total composition C23H63O22P5, computed with the ωB97M-V functional and the def2-TZVPD basis.

Structure (XYZ):
```
113
Properties=species:S:1:pos:R:3
C 0.58341 -2.22114 -0.71139
O 1.81641 -2.28365 -0.01863
P 1.82662 -1.35206 1.43903
O 3.35736 -1.42852 1.45254
O 1.18803 -2.64122 2.25377
C 1.76045 -3.92982 2.07933
O 1.83691 -0.42051 2.89684
C 2.41563 -0.98232 4.06314
H 0.64659 -2.85216 -1.60077
H -0.22908 -2.58236 -0.07531
H 0.38430 -1.19038 -1.01650
H 2.80051 -3.88118 1.74498
H 1.16299 -4.49259 1.35260
H 1.72967 -4.45636 3.03834
H 3.35521 -1.49781 3.85158
H 1.71013 -1.67290 4.53279
H 2.61906 -0.17157 4.76763
C -4.40262 1.60178 -1.82881
O -3.55935 0.82297 -1.00029
P -2.11024 1.64663 -0.53724
O -1.50174 0.30132 -0.12608
O -2.91456 2.31876 0.74137
C -3.71119 1.49118 1.57747
O -0.66106 2.47028 -0.07403
C -0.22225 2.37777 1.27122
H -5.30322 1.02650 -2.05497
H -4.68873 2.52569 -1.31916
H -3.88489 1.83894 -2.76204
H -3.40166 0.44294 1.54167
H -4.76093 1.57869 1.27385
H -3.61587 1.84496 2.60881
H -0.30905 1.36285 1.66580
H -0.79209 3.06998 1.89677
H 0.82982 2.67241 1.30800
C -10.50393 -0.73789 -3.58940
O -9.27094 -0.80041 -2.89665
P -9.26073 0.13119 -1.43898
O -7.72999 0.05473 -1.42547
O -9.89932 -1.15798 -0.62424
C -9.32690 -2.44657 -0.79869
O -9.25044 1.06273 0.01883
C -8.67172 0.50092 1.18513
H -10.44076 -1.36891 -4.47878
H -11.31642 -1.09911 -2.95332
H -10.70305 0.29287 -3.89452
H -8.28684 -2.39793 -1.13303
H -9.92436 -3.00935 -1.52542
H -9.35768 -2.97311 0.16033
H -7.73214 -0.01456 0.97356
H -9.37722 -0.18966 1.65478
H -8.46829 1.31168 1.88962
C -2.00504 -8.02115 -3.58995
O -0.81041 -7.57510 -4.20475
P 0.01069 -6.35571 -3.29281
O 0.82910 -6.00355 -4.53996
O 0.77815 -7.53654 -2.42668
C 1.38695 -8.62129 -3.11316
O 0.83196 -5.13630 -2.38086
C 2.24022 -5.22146 -2.23816
H -2.44858 -8.80442 -4.20877
H -1.79319 -8.42827 -2.59768
H -2.70895 -7.18889 -3.50597
H 1.63803 -8.37058 -4.14756
H 0.71001 -9.48338 -3.09413
H 2.30920 -8.89051 -2.58887
H 2.73500 -5.49431 -3.17307
H 2.49200 -5.94580 -1.45898
H 2.61139 -4.24189 -1.92561
C 1.66850 3.81700 4.10209
O 0.37430 3.74279 4.67097
P 0.39541 3.59319 6.39432
O -1.06634 3.13423 6.35154
O 0.46836 5.23976 6.52482
C -0.42594 6.04022 5.76453
O 0.41640 3.44366 8.11777
C -0.49465 4.21596 8.88220
H 1.57169 3.93648 3.02064
H 2.21382 4.67335 4.50769
H 2.21700 2.89518 4.31329
H -1.33023 5.49611 5.47802
H 0.08990 6.40123 4.86709
H -0.71902 6.90397 6.36945
H -1.49502 4.22956 8.44359
H -0.12020 5.23782 8.98607
H -0.56246 3.77479 9.88009
C 4.64751 -0.52706 -2.10384
C 5.27053 -0.60096 -3.61810
C 5.29852 0.81838 -4.43437
C 5.65029 2.14156 -3.53751
C 7.26911 2.44023 -3.36230
O 7.49179 3.85861 -3.68264
C 7.76951 4.66865 -2.48641
C 6.72485 4.45226 -1.24074
O 5.31736 4.72493 -1.62831
C 4.44653 4.59286 -0.42446
H 5.53075 -0.66485 -1.32257
H 3.98940 0.42472 -1.90154
H 3.93580 -1.47034 -1.97694
H 6.32274 -1.16478 -3.62203
H 4.54883 -1.32426 -4.23573
H 6.13597 0.70061 -5.27715
H 4.28179 1.00404 -5.02672
H 5.14009 2.18915 -2.48615
H 5.22599 3.07767 -4.14533
H 7.83402 1.81044 -4.20267
H 7.71296 2.08556 -2.33880
H 8.91822 4.57864 -2.17344
H 7.64624 5.80685 -2.82532
H 7.06063 5.21175 -0.38607
H 6.83855 3.37422 -0.75060
H 3.98117 3.52352 -0.31533
H 5.01253 4.94456 0.55076
H 3.55649 5.37113 -0.58893
```

Output
Structure (SMILES): COP(=O)(OC)OC.COP(=O)(OC)OC.COP(=O)(OC)OC.COP(=O)(OC)OC.COP(=O)(OC)OC.CCCCCOCCOC
LUMO energy in eV: -3.2873
Kohn-Sham gap in eV: 5.98
Relative energy (zero: lowest compared OMol25 entry of this formula, charge and spin) in kcal per mole: 526.5
Highest occupied orbital energy in eV: -9.3

=====

(3)
A molecular structure, C9H26Cl2NPYb, computed with the ωB97M-V functional and the def2-TZVPD basis.

Structure (XYZ):
```
40
Properties=species:S:1:pos:R:3
Yb -0.47777 -0.52596 -0.70570
Cl 1.40249 -0.38290 -2.46496
Cl -2.42364 -1.09028 -0.15463
H 0.01155 1.74885 -0.16085
H 0.93605 1.14603 0.08563
P 0.08782 0.06327 -5.95267
C 1.75259 -0.50461 -6.61849
C -1.10343 -0.83837 -7.10585
C 0.09470 1.80592 -6.65240
C 2.29672 -1.56018 -5.63871
H 2.40515 0.40275 -6.52451
C 1.86651 -1.01091 -8.06774
H 1.29578 -1.94842 -8.20360
H 2.94218 -1.21968 -8.26403
H 1.51150 -0.26998 -8.81658
H 2.23684 -1.16334 -4.60427
H 3.35718 -1.77730 -5.88081
H 1.70883 -2.48987 -5.67696
H 1.10999 2.17595 -6.36575
C -0.93888 2.64181 -5.86387
C -0.04091 2.00566 -8.17014
H 0.78242 1.52372 -8.74314
H -0.00019 3.10063 -8.35668
H -1.00628 1.61582 -8.54761
H -0.79960 2.49470 -4.77675
H -1.96682 2.35296 -6.13194
H -0.79663 3.71381 -6.10729
C -1.11766 -2.34038 -6.73837
H -0.69878 -0.68200 -8.13971
C -2.53480 -0.26887 -6.99020
H -0.13882 -2.85146 -6.91100
H -1.87374 -2.84062 -7.38378
H -1.39505 -2.47495 -5.69314
H -2.85395 -0.23715 -5.94710
H -3.21087 -0.94268 -7.55718
H -2.63772 0.75284 -7.42843
N -0.45001 -0.38534 2.23506
H -1.32168 0.09043 2.37978
H -0.01432 -0.11828 3.17271
H -0.74879 -1.35382 2.63103
```

Output
Total charge: -1
LUMO energy (spin up / spin down) in eV: 2.9146 / 2.8805
Kohn-Sham gap (spin up / spin down) in eV: 3.38 / 6.03
Relative energy (zero: lowest compared OMol25 entry of this formula, charge and spin) in kcal per mole: 61.4
Highest occupied orbital energy (spin up / spin down) in eV: -0.5 / -3.2
2S+1: 2

=====

(4)
A molecular structure, C24H22F9N2SSiW, computed with the ωB97M-V functional and the def2-TZVPD basis.

Structure (XYZ):
```
60
Properties=species:S:1:pos:R:3
W -1.31898 0.80623 -0.01662
C 3.12733 1.72289 -0.25720
N -0.03296 1.98571 0.15045
C 1.81067 2.52976 -2.63583
C 0.03944 2.99893 1.20164
C -0.84876 2.50168 2.34896
N -1.95588 1.80264 1.68547
C -3.04174 1.36480 2.40090
C -3.86545 0.45538 1.74075
F -3.42034 0.12184 0.45778
C -5.01446 -0.10288 2.23612
F -5.70679 -0.96419 1.49317
C -5.42311 0.24190 3.51034
C -4.63544 1.13918 4.20865
F -4.99134 1.49633 5.44169
C -3.47781 1.69685 3.68633
F -2.79099 2.56381 4.44699
H 3.56105 2.70225 -0.43643
H 3.88812 1.00840 0.04867
H 2.32084 1.76664 0.46848
H 2.58919 3.28509 -2.68374
H 0.94188 2.86957 -2.07383
H 1.51481 2.19578 -3.62826
H -0.36614 3.92735 0.78876
H 1.06330 3.20444 1.52382
H -1.18032 3.32367 2.98221
H -0.28547 1.79306 2.96793
H -6.31913 -0.17301 3.94669
F 6.99508 -0.84184 -4.83606
C 5.97062 -0.39261 -4.14790
C 4.89412 -1.22948 -3.88962
F 4.90077 -2.47277 -4.33325
C 3.81892 -0.74842 -3.16322
F 2.79656 -1.55608 -2.91845
C 3.80544 0.56110 -2.68940
S 2.38800 1.07190 -1.76356
C 4.89619 1.38249 -2.96024
F 4.90995 2.63837 -2.51569
C 5.97611 0.91835 -3.68314
F 7.00540 1.70701 -3.93261
C 1.59899 -1.42865 1.14919
Si -0.14977 -1.13259 0.53344
C -1.93444 0.45382 -2.07713
C -1.17578 -2.68599 0.66631
C -0.93599 -3.66573 1.63495
C -1.76805 -4.76846 1.75194
C -2.85669 -4.91240 0.90340
C -3.10814 -3.95512 -0.06902
C -2.27201 -2.85505 -0.18831
H 2.16063 -2.01069 0.41372
H 1.59433 -2.00831 2.07387
H 2.12943 -0.49786 1.34761
H -1.64700 -0.50584 -2.50979
H -1.55437 1.22271 -2.76856
H -3.02886 0.50420 -2.14569
H -0.09638 -3.57296 2.31428
H -1.56785 -5.51627 2.50822
H -3.50596 -5.77299 0.99632
H -3.95058 -4.06765 -0.73888
H -2.47021 -2.12630 -0.96663
```

Output
Total charge: +1
LUMO energy in eV: -3.4317
Kohn-Sham gap in eV: 6.15
Relative energy (zero: lowest compared OMol25 entry of this formula, charge and spin) in kcal per mole: 53.4
Highest occupied orbital energy in eV: -9.6

=====

(5)
C6H10O4 in the gas phase, computed with the ωB97M-V functional and the def2-TZVPD basis.

Structure (XYZ):
```
20
Properties=species:S:1:pos:R:3
O 1.10718 0.44516 2.03848
C 0.01132 0.62046 1.27636
C -0.63457 -0.68873 0.77426
O -1.84620 -0.54850 0.08885
C 0.32536 -1.47641 -0.19326
O -0.34604 -2.57895 -0.77775
C 0.93485 -0.55783 -1.24839
C 1.04808 0.74740 -1.09896
C 0.28714 1.45819 -0.00745
O -0.97010 1.89516 -0.64912
H 0.87915 0.03619 2.87745
H -0.79645 1.29356 1.71896
H -0.89947 -1.43897 1.52632
H -1.68291 0.38487 -0.28505
H 1.14492 -1.87273 0.33871
H -1.10066 -2.20095 -1.17780
H 1.14466 -1.04564 -2.21940
H 1.64527 1.28679 -1.80264
H 0.69326 2.44114 0.45661
H -0.94479 1.79980 -1.63620
```

Output
Structure (SMILES): O[C@@H]1[C@@H](O)[C@@H](O)C=C[C@H]1O
LUMO energy in eV: 0.6619
Kohn-Sham gap in eV: 10.13
Relative energy (zero: lowest compared OMol25 entry of this formula, charge and spin) in kcal per mole: 49.1
Highest occupied orbital energy in eV: -9.5

=====

(6)
C4H6NP in the gas phase, computed with the ωB97M-V functional and the def2-TZVPD basis.

Structure (XYZ):
```
12
Properties=species:S:1:pos:R:3
N 0.11183 0.38169 3.69292
C 0.50107 -0.29342 2.78596
P 0.57898 -1.37497 1.56866
C -0.20392 -0.13413 0.28779
C -0.59457 -0.71381 -1.01713
C 0.52119 0.23381 -1.04886
H 0.69896 1.02236 4.22880
H -0.73985 0.72876 0.85175
H -0.47910 -1.91626 -1.05270
H -1.58717 -0.35729 -1.45070
H 0.18288 1.24286 -1.36463
H 1.54415 0.08171 -1.28110
```

Output
Structure (SMILES): N=C=PC1CC1
LUMO energy in eV: 0.8715
Kohn-Sham gap in eV: 9.00
Relative energy (zero: lowest compared OMol25 entry of this formula, charge and spin) in kcal per mole: 52.5
Highest occupied orbital energy in eV: -8.1

=====

(7)
C8H15O5P in the gas phase, computed with the ωB97M-V functional and the def2-TZVPD basis.

Structure (XYZ):
```
29
Properties=species:S:1:pos:R:3
C 0.93673 2.83335 -0.14676
C -0.52126 2.45108 0.14517
O -0.80964 1.14742 -0.47407
P -0.39104 -0.03613 0.55166
O -0.17289 0.39991 1.94942
O -1.58082 -1.02113 0.45167
C -2.36852 -1.48798 -0.65004
C -3.58752 -0.60438 -0.77275
C 1.08559 -0.76851 -0.26707
C 1.84310 -1.79904 0.54164
C 2.81127 -1.40295 1.68375
O 0.79215 -1.13065 -1.72299
C 1.65677 -0.13622 -1.43376
O 2.51540 0.51186 -1.94651
H 1.56021 2.06701 0.56891
H 1.17109 2.77527 -1.11251
H 1.01363 3.79186 0.11817
H -1.16744 3.29107 -0.26053
H -0.73687 2.39647 1.17535
H -1.75011 -1.34652 -1.66104
H -2.76191 -2.59553 -0.54083
H -4.22572 -0.83847 0.11645
H -3.34487 0.51572 -0.76024
H -4.17368 -0.58992 -1.74658
H 0.95963 -2.30153 0.82893
H 2.22552 -2.30888 -0.29021
H 3.73703 -1.08471 1.21333
H 2.97292 -2.21345 2.34097
H 2.31123 -0.51502 2.10048
```

Output
Structure (SMILES): CCOP(=O)(OCC)[C@@]1(CC)OC1=O
LUMO energy in eV: 0.8587
Kohn-Sham gap in eV: 11.28
Relative energy (zero: lowest compared OMol25 entry of this formula, charge and spin) in kcal per mole: 48.4
Highest occupied orbital energy in eV: -10.4

=====

(8)
3 unconnected molecules or ions with the total composition C17H37BrN3, computed with the ωB97M-V functional and the def2-TZVPD basis.

Structure (XYZ):
```
58
Properties=species:S:1:pos:R:3
Br -5.90957 -0.06667 0.79016
C -5.30268 1.25423 -0.61921
C -3.69322 1.56264 -0.56291
C -3.23697 2.64388 0.59033
C -4.19604 3.97475 0.62399
N -5.24535 4.12471 1.71009
N -5.97647 5.31774 1.53094
C -5.40613 6.00129 0.27280
N -4.28216 5.16702 -0.30179
H -5.53108 0.74935 -1.67035
H -5.99233 2.20077 -0.56154
H -3.31373 1.92397 -1.61052
H -3.16840 0.53071 -0.27241
H -2.14984 3.02008 0.28204
H -3.09091 2.13332 1.65933
H -5.39000 3.40246 2.47836
H -5.79555 7.01520 -0.20803
H -3.67422 5.27467 -1.14149
C -0.60246 -0.43980 0.06604
C -1.14803 -1.59426 -0.76146
C -1.51517 -2.82111 0.07744
C -0.35088 -3.47864 0.82702
C 0.81870 -3.93848 -0.04560
C 0.43471 -5.00786 -1.05502
H 0.33213 -0.70758 0.56604
H -0.39815 0.42029 -0.57918
H -1.32564 -0.12801 0.82598
H -0.42466 -1.86297 -1.53867
H -2.04861 -1.25011 -1.28489
H -1.99105 -3.56218 -0.57743
H -2.27986 -2.53393 0.80948
H -0.74222 -4.34272 1.37910
H 0.02870 -2.78532 1.58737
H 1.60067 -4.34153 0.60874
H 1.26612 -3.08455 -0.56623
H 0.01984 -5.88768 -0.55266
H 1.31804 -5.32669 -1.61811
H -0.30137 -4.63961 -1.77558
C 2.86636 0.43800 -1.81281
C 4.16401 -0.29615 -1.50902
C 4.13022 -1.06467 -0.18540
C 3.93966 -0.20587 1.06996
C 4.98451 0.89138 1.28248
C 6.39474 0.35478 1.46488
H 2.65310 1.20718 -1.06579
H 2.93443 0.93231 -2.78691
H 2.02230 -0.25786 -1.84516
H 4.99844 0.41318 -1.52004
H 4.35614 -1.01001 -2.31954
H 5.05871 -1.64253 -0.09337
H 3.32065 -1.80366 -0.22528
H 3.94055 -0.87003 1.94372
H 2.94485 0.25534 1.04634
H 4.70995 1.46144 2.17787
H 4.96632 1.60309 0.44967
H 6.44430 -0.33050 2.31722
H 7.08847 1.18025 1.65550
H 6.74613 -0.17307 0.57352
```

Output
Total charge: +1
LUMO energy in eV: -4.4912
Kohn-Sham gap in eV: 7.98
Highest occupied orbital energy in eV: -12.5

=====

Number 1: maximum force 2.65 eV/Å. Number 2: maximum force 9.97 eV/Å. Number 3: maximum force 9.30 eV/Å. Number 4: maximum force 0.58 eV/Å. Number 5: maximum force 4.86 eV/Å. Number 6: maximum force 4.00 eV/Å. Number 7: maximum force 7.38 eV/Å. Number 8: maximum force 7.14 eV/Å.